Entry from the OMol25 dataset: a molecular structure, C44H92N8O16V at a distorted geometry (wB97M-V/def2-TZVPD).

Geometry as ORCA input:
```
! RIJCOSX wB97M-V def2-TZVPD def2/J DEFGRID3
* xyz -1 3
V 0.78 -23.43 6.78
C -1.47 -22.01 3.43
C -0.94 -22.37 4.72
C -1.07 -21.34 5.90
O -0.47 -21.74 6.89
C -1.81 -20.14 5.65
C -2.35 -19.83 4.42
C -2.21 -20.86 3.29
O -2.63 -20.58 2.04
O -2.90 -18.65 4.32
O -0.25 -23.38 5.02
H -1.44 -22.71 2.61
H -2.06 -19.46 6.45
C 2.93 -26.86 4.69
C 4.15 -27.47 4.19
C 5.53 -27.06 4.80
O 6.56 -27.55 4.33
C 5.48 -25.99 5.78
C 4.32 -25.45 6.21
C 2.99 -25.85 5.60
O 1.85 -25.40 6.09
O 4.45 -24.54 7.15
O 4.13 -28.42 3.37
H 1.95 -27.13 4.34
H 6.42 -25.77 6.27
C 2.24 -19.03 1.41
C 2.14 -19.29 2.97
C 1.41 -18.25 3.85
O 2.23 -17.02 3.85
C 1.64 -16.09 4.71
N 1.46 -20.57 3.04
H 2.66 -18.04 1.22
H 1.22 -19.02 1.02
H 2.89 -19.82 1.04
H 3.20 -19.34 3.22
H 1.23 -18.56 4.88
H 0.45 -18.04 3.39
H 0.94 -16.44 5.46
H 1.09 -15.35 4.13
H 2.43 -15.59 5.28
H 1.93 -21.04 2.27
H 0.52 -20.51 2.67
C 6.55 -24.42 10.29
C 6.82 -23.03 9.62
C 7.85 -22.94 8.41
O 9.11 -23.39 8.91
C 10.12 -23.29 7.95
N 5.52 -22.56 9.25
H 5.81 -25.00 9.73
H 6.05 -24.25 11.25
H 7.42 -25.05 10.49
H 7.19 -22.34 10.38
H 7.94 -21.93 8.01
H 7.46 -23.56 7.60
H 9.80 -23.49 6.93
H 10.90 -23.99 8.25
H 10.55 -22.29 7.95
H 5.58 -21.75 8.66
H 5.31 -23.26 8.56
C -3.58 -25.48 11.90
C -2.99 -24.94 10.56
C -3.16 -23.39 10.53
O -2.64 -22.98 9.28
C -2.73 -21.57 9.00
N -1.56 -25.35 10.44
H -3.26 -24.94 12.79
H -3.41 -26.52 12.14
H -4.65 -25.25 11.86
H -3.58 -25.40 9.77
H -2.63 -23.02 11.40
H -4.19 -23.03 10.61
H -1.82 -21.04 9.32
H -3.60 -21.07 9.43
H -2.77 -21.42 7.92
H -1.60 -26.36 10.41
H -1.19 -25.14 11.36
C 4.36 -21.17 5.51
C 3.26 -21.62 6.42
C 2.68 -20.40 7.15
O 1.87 -20.83 8.23
C 1.17 -19.75 8.89
N 2.26 -22.29 5.62
H 4.74 -22.00 4.92
H 5.18 -20.79 6.12
H 3.97 -20.39 4.86
H 3.67 -22.25 7.21
H 2.24 -19.67 6.47
H 3.52 -19.88 7.62
H 0.46 -20.13 9.63
H 0.63 -19.17 8.15
H 1.95 -19.23 9.44
H 2.84 -22.74 4.93
H 1.98 -21.56 4.98
C -1.77 -26.04 2.67
C -0.41 -26.36 2.03
C -0.50 -27.61 1.05
O -0.65 -28.88 1.73
C 0.61 -29.51 1.90
N -0.02 -25.18 1.36
H -2.23 -26.75 3.35
H -2.51 -25.86 1.89
H -1.69 -25.10 3.21
H 0.35 -26.55 2.78
H 0.36 -27.73 0.40
H -1.30 -27.55 0.31
H 0.63 -30.34 2.60
H 1.42 -28.87 2.26
H 0.98 -29.96 0.98
H -0.51 -25.26 0.48
H -0.25 -24.33 1.86
C -1.10 -26.87 7.43
C -1.50 -25.56 6.79
C -2.99 -25.28 6.82
O -3.21 -23.92 6.44
C -4.47 -23.42 6.71
N -0.89 -24.51 7.56
H -1.24 -26.93 8.51
H -0.07 -27.16 7.19
H -1.66 -27.70 7.02
H -1.29 -25.63 5.72
H -3.43 -25.34 7.81
H -3.46 -25.97 6.13
H -5.30 -23.91 6.21
H -4.35 -22.37 6.45
H -4.79 -23.45 7.76
H -1.68 -23.92 7.35
H -1.14 -24.78 8.50
C 1.56 -25.47 9.79
C 1.48 -23.96 9.86
C 2.35 -23.34 10.96
O 2.11 -21.95 10.80
C 2.17 -21.10 12.02
N 1.92 -23.42 8.58
H 1.59 -25.89 10.79
H 2.55 -25.72 9.41
H 0.76 -25.98 9.25
H 0.45 -23.68 10.08
H 3.41 -23.56 10.89
H 2.11 -23.55 12.01
H 1.35 -21.24 12.73
H 2.15 -20.03 11.84
H 3.18 -21.28 12.38
H 2.84 -23.80 8.42
H 2.19 -22.52 8.95
C 4.93 -23.97 2.26
C 3.74 -23.03 2.19
C 3.07 -22.94 0.81
O 2.01 -21.97 0.82
C 1.16 -21.92 -0.33
N 2.73 -23.49 3.15
H 5.60 -23.79 1.41
H 4.61 -24.99 2.05
H 5.45 -23.86 3.21
H 3.92 -22.02 2.54
H 2.59 -23.90 0.60
H 3.80 -22.82 0.02
H 0.51 -22.79 -0.43
H 1.78 -21.89 -1.22
H 0.52 -21.03 -0.25
H 1.87 -23.01 2.92
H 2.61 -24.47 2.94
*
```

Summary:
LUMO energy (spin up / spin down) (eV): 1.34 / 1.53
Expectation value of S²: 2.013

Entry from the OMol25 dataset: 5 unconnected molecules or ions with the total composition C44H96F2N5O4S2 at a distorted geometry (wB97M-V/def2-TZVPD).

Geometry as ORCA input:
```
! RIJCOSX wB97M-V def2-TZVPD def2/J DEFGRID3
* xyz 3 1
C 1.87 -5.42 2.47
C 2.40 -3.96 2.67
C 1.49 -3.00 3.50
C 1.48 -1.53 2.97
N 0.50 -0.55 3.65
C 1.16 -0.15 5.02
C 1.64 1.30 4.79
C 1.84 1.56 3.30
C 0.62 0.74 2.79
C -0.95 -1.13 3.77
C -2.07 -0.08 4.15
C -3.38 -0.86 4.32
H 1.06 -5.25 1.75
H 1.38 -5.78 3.37
H 2.56 -6.17 2.09
H 2.69 -3.55 1.71
H 3.32 -4.03 3.25
H 1.82 -3.08 4.53
H 0.48 -3.41 3.43
H 1.12 -1.64 1.95
H 2.47 -1.07 2.98
H 0.54 -0.25 5.91
H 2.01 -0.82 5.12
H 0.89 1.97 5.21
H 2.50 1.42 5.45
H 1.68 2.63 3.13
H 2.77 1.20 2.87
H -0.28 1.34 2.92
H 0.79 0.51 1.74
H -0.92 -1.96 4.49
H -0.94 -1.62 2.80
H -2.28 0.56 3.29
H -1.85 0.61 4.96
H -3.80 -1.09 3.34
H -4.02 -0.08 4.74
H -3.19 -1.67 5.03
C 1.02 0.88 -2.79
C 2.09 -0.11 -2.29
C 2.71 -1.05 -3.34
C 3.79 -1.99 -2.71
N 4.36 -2.97 -3.75
C 3.43 -3.82 -4.58
C 3.00 -4.95 -3.65
C 4.25 -5.28 -2.85
C 5.20 -4.07 -3.02
C 5.30 -2.16 -4.72
C 6.46 -1.41 -3.93
C 7.49 -0.64 -4.85
H 0.73 1.45 -1.91
H 0.08 0.49 -3.20
H 1.40 1.67 -3.44
H 1.66 -0.74 -1.51
H 2.87 0.51 -1.85
H 3.04 -0.44 -4.18
H 1.89 -1.60 -3.80
H 3.47 -2.60 -1.86
H 4.59 -1.40 -2.27
H 4.07 -4.28 -5.34
H 2.56 -3.32 -4.99
H 2.56 -5.78 -4.20
H 2.23 -4.59 -2.97
H 4.75 -6.21 -3.14
H 3.97 -5.42 -1.80
H 6.00 -4.46 -3.65
H 5.66 -3.70 -2.11
H 4.70 -1.47 -5.31
H 5.78 -2.86 -5.40
H 6.99 -2.22 -3.41
H 6.18 -0.66 -3.20
H 7.92 -1.28 -5.63
H 8.30 -0.27 -4.22
H 7.12 0.24 -5.37
C -5.41 -3.18 1.37
C -6.04 -3.58 0.03
C -5.23 -2.97 -1.20
C -5.95 -3.34 -2.51
N -5.28 -2.66 -3.73
C -6.14 -2.86 -5.04
C -5.83 -1.65 -5.97
C -5.24 -0.60 -5.07
C -5.36 -1.12 -3.64
C -3.80 -3.18 -3.92
C -3.71 -4.66 -3.84
C -2.28 -5.02 -4.21
H -6.10 -3.57 2.12
H -5.25 -2.11 1.48
H -4.44 -3.68 1.44
H -7.12 -3.43 -0.02
H -5.96 -4.67 0.06
H -4.30 -3.54 -1.15
H -5.09 -1.90 -1.11
H -6.94 -2.87 -2.55
H -6.10 -4.41 -2.60
H -6.04 -3.83 -5.51
H -7.19 -2.76 -4.75
H -5.21 -1.94 -6.82
H -6.75 -1.26 -6.41
H -4.20 -0.52 -5.38
H -5.72 0.36 -5.26
H -4.56 -0.84 -2.95
H -6.32 -0.88 -3.19
H -3.24 -2.70 -3.11
H -3.46 -2.85 -4.90
H -4.40 -5.03 -4.60
H -4.00 -5.06 -2.87
H -2.04 -4.83 -5.26
H -1.93 -6.05 -4.11
H -1.64 -4.42 -3.57
C -0.38 4.00 -0.16
C 0.34 4.09 1.21
C 0.56 5.54 1.52
C 1.28 5.85 2.86
N 0.78 7.02 3.72
C 1.46 7.08 5.13
C 0.37 7.10 6.21
C -0.89 7.34 5.45
C -0.65 6.65 4.14
C 0.80 8.41 3.09
C 2.22 8.67 2.69
C 2.37 10.10 2.39
H -1.28 4.62 -0.19
H -0.76 2.98 -0.21
H 0.32 4.15 -0.99
H 1.24 3.47 1.28
H -0.35 3.67 1.94
H -0.35 6.13 1.39
H 1.13 5.95 0.69
H 2.34 6.08 2.75
H 1.20 4.94 3.46
H 2.21 7.87 5.19
H 2.08 6.17 5.14
H 0.53 7.88 6.95
H 0.41 6.13 6.70
H -1.11 8.41 5.40
H -1.76 6.84 5.89
H -1.38 6.86 3.35
H -0.74 5.58 4.29
H 0.25 9.13 3.69
H 0.16 8.28 2.22
H 2.59 8.13 1.82
H 2.99 8.39 3.40
H 1.67 10.53 1.68
H 3.35 10.17 1.90
H 2.27 10.63 3.33
N -0.46 -1.41 0.11
S -0.69 -2.76 -0.52
O -0.56 -2.85 -1.99
O -1.63 -3.61 0.17
F 0.68 -3.37 0.05
S -2.03 -0.91 -0.14
O -3.00 -1.30 0.89
O -2.51 -0.84 -1.55
F -1.83 0.69 0.21
*
```

Summary:
LUMO energy (eV): -5.42

Entry from the OMol25 dataset: 18 unconnected molecules or ions with the total composition C45H100O32 at a distorted geometry (wB97M-V/def2-TZVPD).

Geometry as ORCA input:
```
! RIJCOSX wB97M-V def2-TZVPD def2/J DEFGRID3
* xyz 0 1
C 16.73 22.10 15.92
O 18.01 21.85 15.39
H 15.94 22.04 15.17
H 16.54 21.34 16.72
H 16.68 23.05 16.41
H 18.16 20.93 15.10
C 20.57 14.65 18.88
O 19.54 14.53 19.81
H 21.17 13.67 18.82
H 20.21 14.78 17.80
H 21.22 15.51 19.12
H 19.03 13.75 19.47
C 19.26 23.11 20.38
O 18.75 21.93 19.77
H 18.53 23.40 21.07
H 20.27 22.98 20.79
H 19.36 23.89 19.59
H 19.10 21.96 18.89
C 11.84 20.20 13.38
O 11.86 21.15 12.32
H 11.33 19.27 13.03
H 12.92 19.93 13.60
H 11.38 20.59 14.27
H 11.04 21.05 11.91
C 14.39 18.42 10.11
O 15.18 17.60 10.93
H 13.56 18.97 10.60
H 15.02 19.20 9.67
H 13.94 17.87 9.32
H 14.69 16.98 11.42
C 18.04 19.73 22.29
O 19.37 20.21 22.03
H 17.31 20.57 22.27
H 17.73 18.98 21.55
H 17.95 19.35 23.30
H 19.15 20.82 21.28
C 22.13 19.59 20.40
O 22.74 19.02 19.20
H 22.88 20.18 20.93
H 21.30 20.24 20.13
H 21.73 18.72 20.98
H 22.92 19.71 18.55
C 17.02 20.38 11.25
O 17.35 19.03 10.92
H 16.49 20.90 10.44
H 16.44 20.43 12.17
H 17.94 20.84 11.43
H 16.63 18.40 10.90
C 21.09 21.73 16.56
O 19.92 22.14 17.19
H 21.07 20.61 16.42
H 21.16 22.27 15.59
H 21.95 22.04 17.20
H 19.19 22.15 16.50
O 11.14 17.65 16.25
C 12.11 18.22 16.60
O 13.30 18.14 15.93
C 14.24 19.08 16.48
C 13.35 20.07 17.22
C 12.32 19.22 17.83
H 14.69 19.59 15.61
H 15.00 18.61 17.10
H 12.95 20.74 16.45
H 13.91 20.65 17.97
H 11.38 19.67 18.19
H 12.64 18.50 18.61
O 13.39 16.08 12.38
C 12.22 15.87 12.33
O 11.60 15.92 11.19
C 10.17 15.60 11.34
C 10.05 14.93 12.76
C 11.29 15.46 13.46
H 9.98 15.03 10.45
H 9.62 16.57 11.29
H 10.02 13.84 12.68
H 9.11 15.28 13.13
H 11.72 14.77 14.19
H 11.01 16.38 13.98
O 20.38 15.10 11.76
C 20.61 16.11 11.18
O 21.78 16.81 11.35
C 21.69 18.11 10.58
C 20.84 17.69 9.44
C 19.80 16.89 10.13
H 22.77 18.32 10.38
H 21.28 18.87 11.22
H 21.40 17.13 8.69
H 20.43 18.44 8.88
H 19.20 16.19 9.54
H 19.09 17.60 10.59
O 20.62 18.16 13.74
C 21.38 17.44 14.38
O 22.61 17.85 14.80
C 23.31 16.78 15.46
C 22.25 15.68 15.73
C 21.19 15.99 14.72
H 23.68 17.23 16.36
H 24.08 16.40 14.74
H 21.92 15.91 16.74
H 22.73 14.70 15.67
H 20.20 15.75 15.14
H 21.33 15.43 13.82
C 18.55 13.55 14.74
C 18.46 12.36 13.88
O 17.70 11.48 14.80
C 16.98 10.54 14.15
O 16.98 10.30 12.95
O 16.26 9.86 15.06
C 15.34 8.89 14.40
H 18.96 13.31 15.76
H 17.58 14.03 14.80
H 19.21 14.30 14.34
H 19.44 11.98 13.65
H 17.83 12.56 13.00
H 14.40 9.06 14.87
H 15.79 7.89 14.42
H 15.25 9.16 13.39
C 15.59 15.55 18.12
C 16.75 14.58 18.11
O 16.25 13.19 17.90
C 17.01 12.16 18.20
O 18.16 12.23 18.61
O 16.40 11.02 17.99
C 17.24 9.85 18.04
H 15.40 15.65 17.07
H 15.96 16.47 18.61
H 14.74 15.12 18.59
H 17.40 14.64 19.00
H 17.37 14.66 17.23
H 16.62 9.07 18.48
H 18.07 10.07 18.68
H 17.64 9.66 17.07
C 16.06 12.51 10.59
C 14.80 11.81 11.16
O 14.68 12.20 12.56
C 13.44 12.10 13.10
O 12.47 11.67 12.55
O 13.35 12.42 14.37
C 14.61 12.80 15.16
H 16.97 12.16 11.11
H 15.86 13.58 10.64
H 16.15 12.22 9.51
H 15.01 10.76 11.22
H 13.87 12.09 10.69
H 14.11 13.11 16.13
H 15.19 13.55 14.61
H 15.18 11.90 15.38
C 19.22 17.76 19.04
C 18.61 18.55 17.92
O 18.35 17.54 16.94
C 17.67 17.90 15.82
O 17.42 19.03 15.44
O 17.34 16.84 15.05
C 17.11 17.28 13.68
H 18.57 16.92 19.40
H 19.52 18.38 19.89
H 20.10 17.22 18.69
H 19.25 19.30 17.45
H 17.73 19.14 18.13
H 17.34 16.39 13.14
H 17.74 18.04 13.31
H 16.11 17.56 13.50
C 21.12 13.81 22.33
C 20.30 15.16 22.57
O 20.93 16.00 23.56
C 20.71 15.86 24.85
O 21.01 16.65 25.64
O 20.18 14.70 25.19
C 20.02 14.54 26.59
H 22.14 14.07 22.13
H 20.74 13.24 21.46
H 21.06 13.32 23.29
H 19.32 14.87 22.89
H 20.30 15.75 21.65
H 20.96 14.66 27.13
H 19.61 13.56 26.83
H 19.38 15.28 27.06
*
```

Summary:
LUMO energy (eV): 0.35